Record 1
Entry from the OMol25 dataset: 13 unconnected molecules or ions with the total composition C19H66N24O13 (wB97M-V/def2-TZVPD).

XYZ file:
```
122
Properties=species:S:1:pos:R:3:forces:R:3
C -3.713311 3.485944 2.075146 0.386 0.266 0.122
C -2.500941 3.155014 2.951176 -0.230 -0.235 0.254
C -2.883751 3.415694 4.521676 0.970 -1.397 -1.060
O -3.069781 4.687064 5.108386 0.214 1.611 -0.884
C -2.055681 5.657764 4.794656 0.336 -0.665 -0.571
N -2.129871 1.733044 2.668686 -0.458 0.383 0.973
H -3.522041 3.359204 1.009566 0.469 0.410 -0.029
H -4.020651 4.507134 2.300586 -0.384 0.002 -0.225
H -4.527261 2.776394 2.223856 -0.167 0.057 0.603
H -1.634981 3.753184 2.667646 -0.084 0.382 0.060
H -2.109281 2.957554 5.136826 0.322 -0.561 -0.175
H -3.806291 2.851174 4.657046 -0.092 0.137 0.232
H -2.008441 5.893044 3.731396 -0.561 0.150 -0.206
H -1.036901 5.307024 4.959466 0.140 -0.566 0.523
H -2.132851 6.590004 5.354196 -0.674 -0.298 0.179
H -2.703081 1.422174 1.897396 -0.554 -0.405 0.194
H -1.228261 1.636264 2.223896 0.551 0.714 0.410
C 2.262179 0.505134 -3.289834 0.937 0.501 2.008
C 0.916949 0.998324 -3.752154 2.080 1.086 2.257
C 0.898739 2.552564 -3.752394 -0.317 0.011 -0.394
O 1.987379 3.123564 -4.507044 -1.722 -3.491 -0.288
C 2.413259 4.275854 -3.964014 1.668 0.692 0.634
N 0.854869 0.292184 -4.950354 -2.386 0.536 -3.347
H 2.207409 -0.528476 -2.948144 0.032 0.241 0.256
H 2.638949 1.150154 -2.496044 0.217 -0.303 0.388
H 3.020899 0.534054 -4.071894 -0.201 0.181 -0.240
H 0.103009 0.652324 -3.115074 0.013 0.130 0.266
H 0.879729 2.932804 -2.731044 0.695 -0.344 0.402
H -0.031441 3.010234 -4.089144 -0.415 -0.380 -0.695
H 3.363889 4.414204 -4.479044 -0.266 1.396 -0.506
H 2.795219 4.125204 -2.954304 -0.528 0.116 0.699
H 1.600249 5.001174 -3.996114 0.534 0.804 -0.027
H 1.500969 0.733044 -5.589334 0.850 -0.237 -0.159
H 0.019819 0.726564 -5.316554 -1.154 -0.826 -1.059
C 1.182269 -6.145046 -0.544084 -0.579 -4.004 1.696
O 1.366489 -6.909986 0.442576 0.288 2.090 -0.079
N 0.673689 -6.667126 -1.634654 -0.922 -2.348 -3.189
N 1.296419 -4.858226 -0.682394 1.227 2.604 2.080
H 0.577659 -7.672156 -1.662984 0.119 0.240 0.244
H 0.926189 -6.246446 -2.517474 -0.445 0.235 -0.205
H 1.123779 -4.444106 -1.587274 0.158 0.260 -0.017
H 1.805119 -4.449016 0.088226 -0.073 0.685 -0.587
C -0.359071 -1.174876 5.381996 -0.387 1.224 1.028
O 0.392399 -1.929226 5.891706 2.241 -3.430 2.078
N -1.399471 -0.612836 6.003876 -1.716 -0.659 2.419
N -0.212141 -0.654726 4.235676 0.727 2.296 -5.493
H -1.762541 0.292664 5.742436 -0.037 -0.306 0.443
H -1.353831 -0.998226 6.936346 -0.901 0.944 0.347
H 0.563839 -0.862036 3.623316 -0.393 0.010 0.135
H -0.902291 0.051984 4.025056 0.318 -0.008 -1.216
C -1.312871 3.594224 -1.106624 1.337 -2.457 -1.436
O -0.436331 4.236104 -0.583424 1.010 2.006 1.449
N -2.282661 4.048444 -1.875954 -1.323 2.280 0.009
N -1.225441 2.251534 -1.226794 0.584 -0.836 0.741
H -2.808701 3.380724 -2.421414 -0.506 0.179 -0.645
H -2.344471 5.053554 -1.953714 -0.382 -0.269 -0.325
H -0.501751 1.761614 -0.720484 -0.348 0.029 0.053
H -1.936051 1.760674 -1.750424 -0.001 -0.425 0.059
C 1.342999 3.198764 2.095586 0.410 -0.710 -2.198
O 0.566419 2.404544 1.562486 -0.253 -0.826 1.247
N 1.572209 4.362344 1.546946 -0.305 2.475 -0.854
N 2.247889 2.969034 3.034746 0.613 -2.047 2.647
H 2.293769 4.936064 1.959606 -0.543 0.342 -0.760
H 0.995269 4.545844 0.738506 0.032 0.602 -0.339
H 2.907369 3.677564 3.323116 -0.284 -0.473 0.099
H 2.133879 2.116974 3.564926 0.310 0.304 0.144
C -2.900821 -1.881936 -2.801524 0.861 -7.053 -2.538
O -2.831281 -2.960656 -3.368214 0.640 -2.426 -1.596
N -2.500041 -1.756056 -1.626224 2.113 1.496 6.196
N -3.429371 -0.922756 -3.360434 -3.612 7.065 -4.469
H -2.223761 -2.609386 -1.161894 -0.582 0.358 0.547
H -2.929361 -0.937506 -1.219074 0.809 -0.355 1.690
H -3.432451 0.005184 -2.961674 -0.016 0.465 -0.234
H -3.534271 -1.009586 -4.361214 -0.275 0.244 0.249
C 0.865569 -0.934296 -0.035204 1.090 -0.898 -2.198
O 2.083539 -0.697606 0.020636 0.687 0.143 0.798
N -0.032381 -0.311196 0.652716 -0.593 1.491 1.810
N 0.423939 -1.808526 -0.963574 0.522 -1.036 -0.533
H -1.007061 -0.567266 0.719956 -0.149 0.231 -0.030
H 0.412829 0.510374 1.036006 -0.917 0.499 0.877
H 1.202149 -1.984006 -1.583004 -0.315 -0.446 -0.434
H -0.486581 -1.666876 -1.377084 -0.069 0.014 -0.086
C 1.026599 -3.523866 -4.168994 -1.585 -4.709 3.384
O 0.833509 -4.657216 -3.643974 -0.657 0.007 -1.413
N 0.194479 -2.739336 -4.738254 -5.327 1.194 -3.351
N 2.077619 -2.903956 -3.880944 5.888 3.655 0.638
H 0.331269 -1.751526 -4.898334 0.431 0.059 0.007
H -0.718271 -3.073046 -5.013244 0.001 -0.152 0.438
H 2.883369 -3.279246 -3.401334 -0.034 0.043 0.130
H 2.047259 -1.961666 -4.243244 1.225 -0.021 0.300
C 4.466359 -3.734006 -0.943274 0.803 -1.947 -1.746
O 4.228809 -3.350166 -2.055894 -0.128 0.508 -2.252
N 5.209679 -4.796296 -0.601224 2.568 -2.557 -1.043
N 3.951899 -3.309086 0.130106 -2.605 3.016 5.206
H 5.530209 -4.915936 0.349056 -0.053 -0.251 -0.523
H 5.585369 -5.407966 -1.311734 0.090 0.360 0.199
H 4.340009 -3.724036 0.965146 -0.937 0.665 0.197
H 3.198859 -2.637096 0.168476 0.353 0.542 0.012
C -4.278571 0.618944 -0.073984 3.180 -1.643 3.569
O -3.150021 0.375914 0.334196 2.032 -0.513 -1.017
N -4.682341 1.592304 -0.740264 -1.607 5.681 -4.163
N -5.287591 -0.009056 0.430456 -4.355 -3.447 1.791
H -5.685691 1.666254 -0.829224 0.356 0.633 -0.758
H -4.103711 2.250164 -1.242754 0.111 0.014 -0.056
H -5.216181 -0.998946 0.617826 0.112 0.157 0.278
H -6.169991 0.337904 0.082486 -0.249 -0.992 0.363
C -1.881781 -3.665396 2.104266 -3.608 3.974 -0.843
O -2.551141 -2.693966 1.657126 1.492 -1.021 -0.675
N -1.021981 -4.423576 1.567176 3.599 -0.973 -4.827
N -2.086441 -4.075796 3.294116 -2.049 -1.065 5.689
H -0.628081 -5.220726 2.046226 0.352 0.297 -0.855
H -0.716471 -4.024266 0.691206 0.902 -1.087 -0.281
H -3.013231 -3.828796 3.610596 0.319 -0.332 0.737
H -1.620081 -4.940166 3.529606 -0.791 0.246 0.807
C 5.465269 0.387694 1.508026 2.374 1.311 2.192
O 6.575129 0.486434 2.023746 0.295 -0.420 0.861
N 5.291699 0.524774 0.248006 -0.375 -0.030 -4.528
N 4.311999 0.337914 2.132796 -3.197 -0.519 3.579
H 4.337489 0.377084 -0.048274 0.423 0.116 -1.165
H 6.122339 0.678204 -0.305714 -0.633 -0.284 -0.297
H 3.397339 0.334334 1.704436 0.289 -0.124 -0.588
H 4.245649 0.504124 3.126816 0.605 -0.291 -0.216
```
Positions in Å, forces in eV/Å.

- Expectation value of S²: 0.75
- HOMO-LUMO gap (alpha / beta): 2.88 / 8.95 eV
- Electronic energy: -3055.97775 hartree
- Charge: -1
- Maximum force: 9.1 eV/Å
- Spin multiplicity: 2

Mulliken atomic charge list, values in e, 99 entries: -1.306, 1.307, -0.962, -0.364, -0.711, -0.120, 0.051, 0.474, 0.367, -0.133, 0.335, 0.308, 0.272, 0.276, 0.291, -0.162, 0.164, -0.996, 1.900, -1.206, -0.339, -0.750, -0.633, -0.196, 0.205, 0.513, -1.038, 0.111, 0.523, 0.320, 0.286, 0.319, 0.257, 0.386, 0.567, -0.792, -0.394, -0.028, 0.213, 0.318, 0.037, 0.096, 0.709, -0.691, -0.447, 0.132, 0.199, 0.216, -0.066, -0.037, -0.795, -0.687, -0.701, 3.805, 0.516, 0.629, -0.891, -1.524, 0.175, -0.375, -0.325, -0.387, 0.125, 0.365, 0.131, 0.200, 0.065, -0.746, -0.086, -0.531, 0.130, -0.435, 0.276, 0.480, -0.115, -0.588, 1.399, 1.777, -0.494, -0.637, -0.472, -0.384, 0.484, -0.875, -0.262, -0.131, 0.154, 0.269, 0.249, 0.136, 0.920, -0.757, -0.462, -0.195, 0.131, 0.204, 0.142, -0.099, -2.396

Record 2
Entry from the OMol25 dataset: a molecular structure, C22H60Ag2O9S7Tl (wB97M-V/def2-TZVPD).

XYZ file:
```
101
Properties=species:S:1:pos:R:3:forces:R:3
Ag -33.672565 2.053012 -18.199813 0.283 0.183 -0.592
Ag -35.407095 5.336792 -17.607768 0.958 -0.121 -0.326
Tl -31.468078 5.022095 -16.216963 0.289 0.407 -0.219
O -30.528999 5.563363 -18.930559 -1.046 -0.088 0.149
C -31.591179 5.732787 -19.704556 2.108 1.105 -1.093
C -32.739798 4.689185 -19.611148 -1.812 -1.682 1.098
O -33.342113 4.490331 -18.373342 -0.440 0.581 -0.035
H -31.296113 5.895871 -20.758817 -0.117 -0.711 -0.198
H -32.034368 6.747967 -19.548290 -0.599 -0.144 0.942
H -32.329595 3.710840 -19.896048 0.737 0.241 -0.183
H -33.476183 4.897376 -20.395870 0.182 0.690 -0.085
C -30.184330 -0.084180 -17.572004 0.262 0.223 0.148
S -30.644748 1.406749 -18.496499 0.100 -0.575 0.593
O -31.197759 2.325909 -17.399298 -0.386 0.059 -0.514
C -28.983482 1.968637 -18.924997 -0.127 -0.263 -0.402
H -29.537981 0.291237 -16.777402 0.239 -0.162 -0.122
H -29.694475 -0.813113 -18.216000 0.148 0.143 -0.047
H -31.016566 -0.574063 -17.068536 -0.386 0.297 -0.395
H -28.228427 1.660111 -18.205654 -0.123 0.262 0.240
H -29.037307 3.043956 -19.092216 0.004 0.047 0.288
H -28.729798 1.513328 -19.885966 -0.115 -0.137 0.045
C -36.579288 3.363475 -20.563577 0.046 -0.071 0.350
S -35.790858 1.876711 -21.249552 -0.144 -0.530 0.207
O -34.467351 1.621999 -20.555266 0.117 0.715 0.873
C -36.918272 0.661237 -20.538883 -0.039 0.061 -0.333
H -37.546193 3.485206 -21.053481 0.075 0.021 -0.135
H -35.948946 4.231030 -20.760722 0.069 -0.094 -0.248
H -36.764195 3.301593 -19.484004 0.121 -0.332 -0.009
H -37.930094 0.935520 -20.838828 -0.056 -0.007 0.238
H -36.768919 0.610223 -19.460838 -0.152 0.265 0.046
H -36.710952 -0.326433 -20.947910 0.237 0.138 -0.202
C -30.851234 2.442768 -22.380939 -0.240 0.477 -0.195
S -30.576683 0.712558 -22.896489 -1.061 -0.434 -1.289
O -31.786340 0.314258 -23.710870 0.899 0.486 1.210
C -29.322580 0.990999 -24.156324 0.732 0.300 0.049
H -31.797923 2.507715 -21.840849 -0.054 -0.470 -0.009
H -30.962280 3.082103 -23.259944 0.144 -0.148 -0.122
H -30.081089 2.857021 -21.727332 0.273 -0.321 -0.123
H -29.775267 1.598543 -24.938589 0.024 0.201 0.131
H -28.943945 0.087571 -24.633916 -0.552 -0.387 0.357
H -28.432393 1.440837 -23.707948 -0.194 0.334 -0.001
C -34.935009 8.506418 -16.374374 0.204 -0.142 0.142
S -33.396496 8.837555 -17.306654 -1.179 -0.154 -0.219
O -32.429824 7.724732 -17.019036 -0.701 -0.077 -0.357
C -34.203563 8.480094 -18.941514 1.497 0.423 0.294
H -35.769409 9.082856 -16.769814 0.124 0.140 -0.107
H -34.848576 8.691529 -15.304745 0.293 0.131 -0.077
H -35.146497 7.435171 -16.493599 0.004 -0.177 -0.090
H -34.846719 9.289189 -19.281073 -0.222 -0.030 0.314
H -34.667252 7.493828 -18.964133 -0.147 -0.055 0.138
H -33.332561 8.491680 -19.603809 -0.150 -0.143 -0.208
C -28.600624 9.760249 -15.847550 -0.736 -0.163 0.405
S -28.639932 8.173792 -16.722084 -0.103 0.292 0.009
O -29.661641 7.282727 -16.053881 0.363 0.220 -0.243
C -29.447533 8.802565 -18.230815 -0.604 -1.017 0.362
H -27.927314 10.487736 -16.296419 0.176 -0.273 -0.201
H -28.354908 9.602997 -14.798331 0.278 -0.201 -0.113
H -29.618717 10.154075 -15.868949 -0.006 0.011 -0.074
H -28.754195 9.179883 -18.974053 0.074 0.335 0.199
H -30.255555 9.460153 -17.921708 0.242 0.502 -0.158
H -29.955103 7.910858 -18.609015 0.286 -0.114 -0.129
C -27.074458 6.750106 -19.811044 -0.737 -0.114 0.374
S -27.786329 7.188397 -21.435003 2.594 -0.635 -0.916
O -26.601442 7.550695 -22.298902 -1.480 0.305 0.766
C -28.094788 5.481811 -21.982570 -0.682 -0.109 0.440
H -26.754071 7.626019 -19.251180 -0.201 0.208 -0.252
H -26.217448 6.080923 -19.873694 -0.077 -0.048 -0.535
H -27.906413 6.252844 -19.299696 0.187 0.071 0.214
H -27.119365 5.003666 -21.938947 -0.009 -0.074 -0.124
H -28.527797 5.442583 -22.979558 0.256 0.373 -0.117
H -28.813044 5.005842 -21.310725 0.101 0.008 0.212
C -34.069539 5.546725 -23.343371 0.226 -0.402 0.316
S -35.641531 5.712914 -24.230540 0.453 0.721 -0.764
O -35.263937 6.417875 -25.487973 -0.380 -0.431 0.584
C -36.441187 6.924947 -23.150789 0.252 -0.134 0.483
H -33.606832 4.602840 -23.634406 -0.184 -0.063 -0.051
H -34.239682 5.538494 -22.263492 -0.048 0.043 -0.013
H -33.376597 6.338094 -23.626412 -0.327 0.241 -0.049
H -35.790947 7.783206 -22.980700 -0.016 0.080 -0.316
H -36.628720 6.456201 -22.180087 -0.093 -0.135 -0.092
H -37.392272 7.214375 -23.589639 0.073 0.033 -0.152
C -31.386270 8.142360 -23.062824 0.159 1.149 -0.845
C -30.705839 9.521919 -22.971843 1.544 -1.011 1.324
C -30.639105 10.040167 -21.526940 -1.698 0.883 -0.255
C -30.006277 11.423646 -21.410686 1.410 -0.624 -0.305
C -29.906919 12.028777 -20.022539 -0.284 1.164 0.587
C -31.266039 12.292919 -19.360016 0.269 0.122 -1.133
H -30.831056 7.385019 -22.504987 -0.066 0.032 0.134
H -31.337370 7.897557 -24.125932 -0.350 -0.481 0.090
H -32.427962 8.202042 -22.740074 -0.005 -0.173 0.038
H -29.658026 9.341313 -23.243236 -0.039 0.191 -0.397
H -31.078870 10.274526 -23.660524 -0.357 -0.087 0.048
H -30.180404 9.346696 -20.817253 0.238 -0.207 -0.278
H -31.694414 10.111378 -21.215843 0.005 0.022 0.256
H -28.981666 11.293370 -21.788807 0.061 0.091 0.110
H -30.407665 12.139836 -22.130474 -0.523 -0.068 0.202
H -29.266402 11.496850 -19.312177 0.066 -0.347 -0.332
H -29.438482 13.013507 -20.117954 0.181 -0.139 -0.118
H -31.201342 12.940499 -18.488893 0.071 -0.503 0.388
H -31.841371 12.891453 -20.074013 -0.291 -0.299 0.022
H -31.748067 11.322819 -19.216216 -0.399 0.278 0.483
```
Positions in Å, forces in eV/Å.

- HOMO-LUMO gap: 2.02 eV
- Electronic energy: -4803.70110 hartree
- Charge: +3
- Maximum force: 2.8 eV/Å

Mulliken atomic charge list, values in e, 99 entries: 0.721, 0.523, 1.013, -0.433, 1.248, 1.650, -0.505, 0.048, -0.822, -0.921, -0.446, -1.224, 0.739, -0.690, -0.707, 0.395, 0.407, 0.380, 0.458, -0.032, 0.360, -0.475, 0.515, -0.544, -1.058, 0.458, -0.201, 0.260, 0.423, 0.288, 0.380, -0.225, 0.568, -0.581, -0.952, -0.224, 0.527, -0.015, 0.315, 0.380, 0.315, -0.470, 0.413, -0.386, 0.137, 0.454, 0.377, -0.320, 0.573, -0.105, -0.542, -0.987, 0.406, -0.521, -0.145, 0.406, 0.409, 0.277, 0.564, 0.340, -0.698, -0.876, 0.954, -0.611, -0.806, 0.359, 0.498, 0.044, 0.537, 0.420, -0.200, -0.219, 0.533, -0.564, -0.796, 0.394, -0.284, 0.176, 0.272, 0.189, 0.410, -0.609, -1.101, 0.830, -1.033, -0.280, -0.980, -0.104, 0.519, 0.193, 0.379, 0.501, -0.396, 0.150, 0.366, 0.398, 0.103, 0.394, 0.414